{"formula": "C24H22AlBCl5F9LiNO12", "method": "ωB97M-V with the def2-TZVPD basis set", "energy_ha": -5359.7749, "e_homo_ev": -8.926, "charge": 0, "fmax_ev_per_a": 1.58, "elements": ["O", "C", "N", "C", "O", "C", "C", "C", "C", "F", "F", "C", "F", "F", "C", "O", "C", "C", "H", "H", "H", "H", "H", "Cl", "C", "C", "O", "C", "O", "O", "F", "H", "H", "H", "Li", "Al", "C", "O", "O", "O", "H", "C", "C", "O", "O", "H", "H", "H", "C", "Cl", "Cl", "Cl", "Cl", "C", "O", "H", "H", "H", "H", "C", "C", "C", "C", "C", "C", "H", "H", "H", "H", "H", "H", "B", "F", "F", "F", "F"], "xyz": [[2.173, 2.819, 3.149], [1.589, 1.851, 2.767], [2.317, 0.689, 2.313], [1.467, 0.143, 1.255], [1.870, -0.435, 0.307], [0.096, 0.526, 1.648], [-1.137, 0.042, 1.249], [-2.257, 0.609, 1.824], [-3.633, 0.089, 1.400], [-3.440, -0.873, 0.491], [-4.344, 1.103, 0.886], [-4.382, -0.537, 2.611], [-5.237, -1.478, 2.256], [-3.437, -1.148, 3.412], [-2.184, 1.640, 2.763], [-3.320, 2.162, 3.286], [-0.938, 2.130, 3.148], [0.167, 1.558, 2.581], [2.354, 0.002, 3.067], [-1.205, -0.742, 0.513], [-4.837, 0.275, 3.208], [-3.076, 2.908, 3.848], [-0.794, 2.915, 3.882], [2.512, -1.582, -1.604], [-2.001, 2.749, -2.533], [-1.394, 4.133, -2.496], [-1.316, 4.390, -1.093], [-1.188, 3.195, -0.482], [-0.847, 3.037, 0.653], [-1.493, 2.182, -1.311], [-2.192, 5.053, -3.070], [-3.090, 2.779, -2.495], [-1.690, 2.164, -3.394], [-0.395, 4.204, -2.929], [-5.437, -0.393, 4.869], [4.484, 1.739, 2.774], [-8.088, 1.077, 2.023], [-7.611, 0.051, 2.605], [-7.255, 1.664, 1.082], [-9.181, 1.590, 2.204], [-6.506, 1.057, 1.136], [1.328, 5.977, 5.023], [0.868, 5.174, 6.223], [-0.008, 4.288, 6.036], [1.383, 5.416, 7.328], [0.792, 5.642, 4.132], [1.140, 7.041, 5.166], [2.398, 5.831, 4.867], [6.473, 0.019, -0.307], [6.792, 0.703, -1.895], [7.110, -1.620, -0.225], [7.241, 1.022, 0.939], [4.722, -0.027, -0.029], [-4.387, -1.864, -3.060], [-3.069, -1.883, -2.501], [-4.308, -1.989, -4.134], [-4.976, -2.690, -2.654], [-4.879, -0.909, -2.836], [-3.151, -1.781, -1.552], [7.481, -4.109, -2.545], [6.642, -4.489, -3.583], [7.120, -5.308, -4.597], [8.435, -5.752, -4.567], [9.273, -5.374, -3.527], [8.797, -4.549, -2.518], [7.108, -3.467, -1.756], [5.615, -4.148, -3.603], [6.468, -5.600, -5.409], [8.806, -6.394, -5.355], [10.297, -5.723, -3.504], [9.453, -4.251, -1.709], [-5.220, -4.912, -5.133], [-4.005, -5.444, -4.662], [-4.998, -3.593, -5.606], [-5.714, -5.702, -6.178], [-6.152, -4.870, -4.074]], "atomic_forces_ev_per_a": [[0.65, 0.52, 0.36], [-0.92, -0.36, 0.52], [1.39, 0.12, -0.14], [-1.47, -0.01, 0.52], [0.33, -0.05, 0.22], [-0.21, 0.07, 0.07], [0.52, 0.16, -0.07], [-0.91, -0.22, -0.17], [1.31, 0.11, 0.88], [-0.59, -0.18, -0.34], [-0.45, -0.14, -0.28], [0.53, 0.17, -0.38], [-0.28, 0.05, -0.05], [-0.18, 0.03, 0.42], [0.72, 0.30, 0.19], [0.08, -0.34, 0.00], [0.10, 0.16, 0.44], [0.07, -0.39, -0.14], [0.02, -0.10, -0.03], [-0.11, -0.07, -0.05], [-0.23, 0.00, -0.56], [-0.15, 0.11, 0.02], [-0.24, 0.15, 0.07], [-0.04, -0.66, -0.98], [-0.01, -0.22, -0.24], [-0.38, 0.10, -0.04], [0.36, -0.19, -0.08], [-0.14, -0.08, 0.11], [-0.06, 0.55, -0.63], [0.00, 0.12, -0.04], [0.03, 0.04, 0.09], [0.00, 0.15, 0.03], [0.13, -0.15, 0.16], [-0.01, 0.09, -0.02], [-0.59, -0.16, -0.23], [-0.10, 0.16, -0.20], [0.22, 0.22, -0.30], [0.50, 0.22, 0.51], [-0.27, -0.53, 0.69], [-0.12, -0.03, 0.17], [0.21, 0.21, -0.52], [-0.06, -0.09, -0.09], [0.26, 0.54, -0.99], [-0.03, -0.28, 0.39], [-0.30, -0.43, 0.26], [0.01, 0.00, 0.00], [0.03, -0.02, 0.10], [0.00, 0.05, 0.06], [0.12, -0.07, -0.18], [-0.02, 0.00, 0.08], [-0.04, 0.32, 0.25], [0.10, 0.04, 0.04], [0.15, 0.18, 0.27], [0.10, -0.02, 0.17], [0.15, 0.25, -0.16], [0.05, -0.14, 0.01], [-0.12, 0.00, -0.15], [-0.07, -0.04, 0.01], [-0.09, -0.11, 0.07], [0.01, -0.04, 0.01], [-0.03, 0.03, 0.01], [0.01, -0.01, -0.01], [0.00, 0.01, 0.00], [0.02, 0.00, -0.01], [-0.01, 0.01, 0.01], [0.00, -0.23, -0.24], [0.00, 0.00, 0.00], [-0.01, -0.01, 0.01], [0.00, 0.00, 0.00], [0.00, 0.00, 0.00], [0.01, -0.01, 0.00], [0.03, -0.05, -0.07], [0.05, 0.04, 0.05], [0.01, 0.08, 0.02], [-0.04, -0.01, 0.01], [0.00, 0.08, 0.07]]}

{"formula": "C3H7NO", "method": "ωB97M-V with the def2-TZVPD basis set", "energy_ha": -248.3920, "e_homo_ev": -6.517, "charge": 0, "relative_energy_ev": 3.6602, "fmax_ev_per_a": 0.33, "elements": ["C", "C", "N", "C", "O", "H", "H", "H", "H", "H", "H", "H"], "xyz": [[-0.725, 1.151, 1.002], [-0.422, -1.391, -0.889], [0.718, -0.689, -0.836], [1.186, 0.151, 0.072], [0.467, 0.394, 1.197], [-1.588, 0.500, 0.822], [-0.616, 1.834, 0.151], [-0.892, 1.726, 1.915], [-0.605, -1.988, -1.768], [-1.035, -1.451, -0.005], [1.322, -0.778, -1.646], [2.191, 0.542, -0.015]], "atomic_forces_ev_per_a": [[-0.30, 0.14, 0.00], [-0.06, -0.09, 0.08], [0.09, 0.13, 0.02], [0.01, -0.05, -0.12], [0.18, -0.13, -0.04], [0.13, 0.11, 0.03], [0.01, -0.06, 0.12], [0.03, -0.09, -0.12], [0.08, 0.04, 0.11], [0.05, 0.06, -0.15], [-0.05, 0.01, 0.09], [-0.17, -0.08, -0.01]]}

{"formula": "C2H3Cl5", "method": "ωB97M-V with the def2-TZVPD basis set", "energy_ha": -2378.9548, "e_homo_ev": -10.941, "smiles": "ClC(Cl)Cl.ClCCl", "charge": 0, "relative_energy_ev": 0.0428, "fmax_ev_per_a": 0.52, "elements": ["Cl", "C", "Cl", "Cl", "H", "Cl", "C", "Cl", "H", "H"], "xyz": [[5.717, -16.353, 20.247], [5.460, -17.790, 19.280], [6.754, -18.013, 18.117], [3.896, -17.720, 18.469], [5.444, -18.645, 19.941], [2.749, -13.434, 15.773], [3.780, -14.876, 15.956], [5.434, -14.452, 16.370], [3.335, -15.483, 16.732], [3.786, -15.383, 15.000]], "atomic_forces_ev_per_a": [[0.05, 0.20, 0.15], [-0.05, -0.07, 0.02], [0.14, -0.05, -0.12], [-0.18, -0.05, -0.07], [0.02, -0.03, 0.00], [0.07, -0.08, 0.02], [-0.35, 0.28, -0.25], [0.10, -0.07, 0.14], [0.17, -0.06, 0.09], [0.02, -0.08, 0.02]]}